Record 1
# C3H8NO2S

2 unconnected molecules or ions with the total composition C3H8NO2S (wB97M-V/def2-TZVPD, OMol25).

Positions of all 15 atoms, in Å:
C1 0.8094 0.9413 -0.1573
C2 1.0199 1.8312 -1.1078
C3 0.0803 1.1650 1.1195
N1 -2.2608 -2.4924 -0.4905
O1 0.4949 -1.6637 0.2347
O2 2.7204 -0.6426 0.6246
S1 1.5817 -0.7917 -0.3304
H1 1.5627 1.5558 -2.0007
H2 0.6967 2.8660 -1.0515
H3 -1.2879 -2.4691 -0.1669
H4 -0.9619 0.8578 0.9983
H5 0.1023 2.2077 1.4478
H6 0.5239 0.5281 1.8853
H7 -2.2776 -1.8282 -1.2599
H8 -2.8039 -2.0653 0.2549

Summary:
M = 122.2 g mol⁻¹
Energy relative to the best compared isomer or geometry (same formula, charge and spin) = 2.1676 eV
E_LUMO = 0.1432 Eh
Total charge = -1
Max |F| = 0.822 eV Å⁻¹

Record 2
# C25H50BFIN6O6

6 unconnected molecules or ions with the total composition C25H50BFIN6O6 in a non-equilibrium geometry (wB97M-V/def2-TZVPD, OMol25).

Positions of all 90 atoms, in Å:
O1 1.1632 0.6786 -4.1849
C1 0.1559 1.6977 -4.5616
C2 -0.0860 1.8799 -6.2056
C3 -1.2031 2.9681 -6.7118
C4 -2.0661 3.8516 -5.6149
C5 -1.8081 3.6647 -3.9776
C6 -0.6626 2.5829 -3.4472
C7 -0.4464 2.4787 -1.8254
N1 0.7392 3.2462 -1.2838
C8 1.9748 2.3888 -1.1217
C9 2.1927 1.7648 0.3828
C10 1.5797 0.2188 0.4134
B1 1.5230 -0.4079 1.9679
F1 1.6742 -1.8882 1.8052
I1 -0.5230 0.0046 2.6914
H1 2.0951 1.0936 -4.2325
H2 0.5619 1.2337 -6.9521
H3 -1.3607 3.0764 -7.8883
H4 -2.8601 4.6168 -6.0452
H5 -2.4502 4.3190 -3.2132
H6 -1.4137 2.9689 -1.3273
H7 -0.4768 1.3435 -1.5428
H8 0.5355 3.6282 -0.3276
H9 2.0676 1.5002 -1.8784
H10 2.9094 3.1059 -1.3153
H11 3.3712 1.6256 0.5120
H12 1.7862 2.4399 1.2571
H13 0.4701 0.1546 0.0207
H14 2.2192 -0.4719 -0.3077
H15 2.3761 0.0972 2.5993
C11 3.2918 -1.5069 -9.3602
C12 2.2088 -0.5960 -8.8511
O2 2.4232 0.2679 -8.0060
N2 0.9527 -0.7542 -9.3608
C13 0.5128 -1.7070 -10.3522
H16 4.2373 -1.2670 -8.8671
H17 3.0392 -2.5471 -9.1371
H18 3.4186 -1.3690 -10.4376
H19 0.2731 -0.1086 -8.9742
H20 0.1030 -1.1509 -11.1984
H21 -0.2736 -2.3206 -9.9072
H22 1.3221 -2.3506 -10.6992
C14 0.6713 -0.3517 6.4511
C15 1.0441 -1.3056 7.5524
O3 0.6533 -1.1584 8.7066
N3 1.8454 -2.3633 7.2336
C16 2.3985 -2.6980 5.9429
H23 0.0314 0.4397 6.8498
H24 1.5722 0.1080 6.0355
H25 0.1198 -0.8820 5.6698
H26 2.0569 -2.9648 8.0220
H27 2.0449 -3.6950 5.6707
H28 3.4869 -2.7121 6.0337
H29 2.1086 -1.9867 5.1685
C17 -6.3103 6.9155 -4.3683
C18 -5.3963 5.7277 -4.2436
O4 -4.3688 5.7595 -3.5729
N4 -5.7418 4.5867 -4.9079
C19 -6.9012 4.3618 -5.7381
H30 -5.9105 7.7509 -3.7878
H31 -6.3802 7.2235 -5.4151
H32 -7.3009 6.6659 -3.9782
H33 -5.0825 3.8270 -4.7804
H34 -7.4689 3.5326 -5.3101
H35 -6.5549 4.0863 -6.7367
H36 -7.5414 5.2422 -5.8066
C20 6.8376 -5.2394 4.2257
C21 5.4038 -4.8321 4.0257
O5 5.0612 -3.6557 3.9523
N5 4.4694 -5.8217 3.9252
C22 4.6803 -7.2485 3.9872
H37 7.4685 -4.3491 4.2883
H38 6.9386 -5.8015 5.1583
H39 7.1748 -5.8437 3.3790
H40 3.5252 -5.4769 3.7918
H41 4.3247 -7.6847 3.0510
H42 4.0903 -7.6427 4.8175
H43 5.7296 -7.5084 4.1326
C23 -2.3317 -0.6021 9.1679
C24 -3.7654 -0.1948 8.9679
O6 -4.1080 0.9817 8.8945
N6 -4.6998 -1.1843 8.8674
C25 -4.4889 -2.6111 8.9294
H44 -1.7008 0.2883 9.2304
H45 -2.2306 -1.1641 10.1004
H46 -1.9945 -1.2064 8.3212
H47 -5.6440 -0.8396 8.7339
H48 -4.8445 -3.0473 7.9932
H49 -5.0789 -3.0054 9.7597
H50 -3.4396 -2.8710 9.0747

Summary:
M = 687.4 g mol⁻¹
Energy relative to the best compared isomer or geometry (same formula, charge and spin) = 10.6343 eV
E_LUMO = 0.0720 Eh
Total charge = -1
Max |F| = 4.563 eV Å⁻¹

Record 3
# C24H27FeNO2

A molecular structure, C24H27FeNO2 in a non-equilibrium geometry (wB97M-V/def2-TZVPD, OMol25).

Positions of all 55 atoms, in Å:
C1 2.2007 -3.2054 2.6475
C2 2.7296 -1.7966 2.7369
O1 1.8375 -0.9950 1.9072
C3 2.1970 0.2896 1.9283
C4 1.3284 1.2058 1.0507
C5 1.2825 2.5370 1.7696
N1 0.0340 0.5069 0.9985
C6 -1.0111 0.9681 1.5704
C7 -2.1729 0.1847 1.9949
C8 -3.3383 0.8506 2.4390
C9 -4.4696 0.1239 2.7911
C10 -4.4360 -1.2792 2.7412
C11 -3.2521 -1.9512 2.3920
C12 -2.1233 -1.2208 2.0008
O2 3.0981 0.7243 2.6251
H1 2.8729 -3.8983 3.1599
H2 1.2146 -3.2868 3.1245
H3 2.1176 -3.5284 1.6006
H4 2.7029 -1.3893 3.7589
H5 3.7400 -1.7158 2.3209
H6 2.2851 2.8781 2.0217
H7 0.7612 3.2771 1.1547
H8 0.7370 2.4067 2.7063
H9 -1.1346 2.0408 1.8032
H10 -3.3204 1.9387 2.4948
H11 -5.3785 0.6490 3.1022
H12 -5.3362 -1.8523 2.9825
H13 -3.2086 -3.0448 2.4200
H14 -1.1890 -1.7057 1.7090
C13 3.1778 2.2667 -0.2390
C14 1.9255 1.3810 -0.3217
C15 2.2328 0.0968 -1.0758
C16 1.3223 -0.8283 -1.7349
C17 2.1107 -1.8535 -2.4001
C18 3.5062 -1.5844 -2.1260
C19 3.5813 -0.4044 -1.3004
Fe1 2.6172 -0.0490 -3.0224
C20 3.8595 0.5251 -4.4466
C21 3.3791 1.6575 -3.6774
C22 1.9245 1.6656 -3.7431
C23 1.5080 0.5312 -4.5522
C24 2.7044 -0.1787 -4.9844
H15 2.8914 3.3114 -0.0660
H16 3.7806 1.9063 0.6027
H17 3.7561 2.2184 -1.1619
H18 1.1430 1.9134 -0.8932
H19 0.2373 -0.7719 -1.6636
H20 1.7330 -2.7170 -2.9342
H21 4.3599 -2.1997 -2.4042
H22 4.4768 0.0313 -0.8590
H23 4.9034 0.2921 -4.6453
H24 3.9972 2.4369 -3.2340
H25 1.2740 2.4447 -3.3540
H26 0.4885 0.3139 -4.8545
H27 2.7309 -1.0280 -5.6598

Summary:
M = 417.3 g mol⁻¹
E_LUMO (alpha / beta) = 0.1869 / 0.1838 Eh
⟨S²⟩ = 6.11
Total charge = -2
Spin multiplicity = 5
Max |F| = 2.696 eV Å⁻¹

Record 4
# H39O20

A molecular structure, H39O20 in a non-equilibrium geometry (wB97M-V/def2-TZVPD, OMol25).

Positions of all 59 atoms, in Å:
O1 0.6869 -5.1501 2.1285
H1 0.8392 -5.9463 1.6020
O2 -3.5119 -2.7588 0.4023
H2 -2.8581 -2.1266 0.5593
H3 -4.3555 -2.5064 0.8329
O3 -4.1178 -1.2796 -3.1332
H4 -3.7123 -2.1047 -2.8864
H5 -3.7047 -0.6471 -2.4111
O4 -1.3570 1.1022 -1.7896
H6 -0.5602 1.5974 -2.2462
H7 1.3429 -4.7002 2.6163
O5 4.0939 0.3637 3.7747
H8 3.8078 0.5459 2.8845
H9 3.7419 1.2183 4.1187
O6 3.5616 2.6583 -2.0296
H10 2.6670 2.5465 -1.7582
H11 3.3767 3.6090 -2.3492
O7 2.5549 3.4865 0.9235
H12 3.3757 2.9835 0.2719
H13 1.6679 3.1906 0.6139
O8 -0.2838 -0.5825 1.0050
H14 -1.4495 1.7040 -1.0567
H15 0.1825 -2.4815 -0.6193
O9 -3.5950 2.3478 1.1423
H16 -3.9437 2.3597 1.9856
H17 -2.6710 1.9623 1.2063
O10 -3.0620 1.0528 -4.3553
H18 -3.2430 0.2746 -4.4839
H19 -3.3418 1.3147 -3.4491
O11 2.0593 -0.1186 -0.3544
H20 1.3498 0.7929 -0.0353
H21 1.8382 -0.8154 -0.9082
O12 -0.8609 -1.2220 -3.9004
H22 -0.9067 -0.7399 -4.7723
H23 0.0396 -0.9917 -3.6560
O13 0.6496 1.7956 0.3175
H24 1.0519 1.5476 1.1726
H25 -0.3633 -0.3161 1.8248
O14 0.7448 -3.2766 -0.6856
H26 -0.2067 0.1175 0.1930
H27 1.2915 -2.8671 -0.0816
O15 -0.0202 4.0516 -2.3654
H28 -0.1425 3.8795 -1.3617
H29 0.3474 4.9678 -2.3528
O16 -2.0978 3.8574 -0.5582
H30 -2.4417 3.5125 0.2365
H31 -2.2955 3.3048 -1.3128
O17 2.3160 -2.8897 3.0629
H32 3.2788 -3.0337 3.2629
H33 2.1726 -2.0142 2.7255
O18 -1.0236 -3.1567 2.7696
H34 -0.3727 -3.1022 1.9917
H35 -0.7372 -4.0600 2.9535
O19 4.4380 0.1333 -0.1401
H36 3.4242 0.0906 -0.5247
H37 4.9761 0.6674 -0.7737
O20 -1.3536 -0.9915 3.4025
H38 -1.7926 -1.2651 2.5497
H39 -1.4941 -1.8917 3.8206

Summary:
M = 359.3 g mol⁻¹
Energy relative to the best compared isomer or geometry (same formula, charge and spin) = 8.2193 eV
E_LUMO = 0.0832 Eh
Total charge = -1
Max |F| = 14.506 eV Å⁻¹

Record 5
# C5H10S2

A single C5H10S2 molecule in a non-equilibrium geometry (wB97M-V/def2-TZVPD, OMol25).

Positions of all 17 atoms, in Å:
C1 2.0305 0.4417 -1.3374
C2 0.0739 -0.4374 0.3400
C3 0.6199 -1.5585 1.1577
C4 -0.2282 -0.5107 1.9049
C5 -2.1562 0.8708 -0.3881
H1 1.2615 0.2872 -2.0938
H2 2.6947 1.1300 -1.8052
H3 2.6697 -0.4179 -1.1555
H4 1.6817 -1.5923 1.3480
H5 0.1671 -2.5791 1.1536
H6 0.0566 0.1654 2.7067
H7 -1.4007 -0.7972 2.1097
H8 -2.6584 0.6177 0.4816
H9 -1.4671 1.7736 0.0805
H10 -2.9661 1.0529 -1.1895
S1 1.0647 0.9412 0.1253
S2 -1.1945 -0.4709 -0.8565

Summary:
M = 134.3 g mol⁻¹
Energy relative to the best compared isomer or geometry (same formula, charge and spin) = 2.0607 eV
E_LUMO = 0.0313 Eh
Total charge = 0
Max |F| = 4.025 eV Å⁻¹

Record 6
# C11H17Cl3GeN4O4Ti

A molecular structure, C11H17Cl3GeN4O4Ti in a non-equilibrium geometry (wB97M-V/def2-TZVPD, OMol25).

Positions of all 41 atoms, in Å:
Ti1 -0.8960 1.6562 0.2316
O1 0.1225 0.8527 1.8200
N1 1.3869 1.0291 1.8934
N2 1.8468 1.6640 0.8948
O2 1.0285 2.1595 -0.0151
C1 3.2342 2.0438 0.8551
C2 4.1249 1.5074 1.7735
C3 5.4507 1.8985 1.7038
C4 5.8715 2.8018 0.7345
C5 4.9610 3.3182 -0.1715
C6 3.6260 2.9407 -0.1202
H1 3.7881 0.8068 2.5222
H2 6.1583 1.4921 2.4136
H3 6.9098 3.1009 0.6893
H4 5.2815 4.0237 -0.9260
H5 2.9005 3.3392 -0.8118
C7 -2.4161 -3.7490 0.6754
N3 -2.6287 -2.3129 0.6158
C8 -3.5062 -1.7459 1.6320
C9 -1.8270 -1.4724 -0.0693
O3 -1.6682 -0.3038 0.3592
N4 -1.1887 -1.9217 -1.1816
C10 -1.8216 -2.8924 -2.0721
C11 -0.2487 -1.0436 -1.8538
H6 -2.3584 -4.0485 1.7234
H7 -1.4776 -4.0144 0.1978
H8 -3.2286 -4.3041 0.2030
H9 -4.3629 -2.4083 1.7500
H10 -3.8598 -0.7697 1.3127
H11 -2.9943 -1.6479 2.5923
H12 -2.8334 -3.1047 -1.7427
H13 -1.2504 -3.8205 -2.1336
H14 -1.8933 -2.4521 -3.0663
H15 0.2946 -0.4311 -1.1391
H16 -0.7678 -0.4003 -2.5698
H17 0.4821 -1.6542 -2.3835
O4 -1.4377 3.1610 0.4906
Cl1 -4.6214 1.7700 0.0655
Ge1 -3.0187 1.7247 -1.4315
Cl2 -3.6119 -0.0778 -2.6050
Cl3 -3.5505 3.2850 -2.8565

Summary:
M = 496.1 g mol⁻¹
Energy relative to the best compared isomer or geometry (same formula, charge and spin) = 0.5616 eV
E_LUMO = -0.0228 Eh
Total charge = 0
Max |F| = 1.488 eV Å⁻¹